No. 1
A cluster of 7 separate species, C19H56N10O7 in total at a distorted geometry. Source: the OMol25 dataset; level of theory: ωB97M-V/def2-TZVPD.

Values from the calculation:
E_HOMO, eV: -8.31
M, g/mol: 536.7
Orbital gap, eV: 8.72
Lowest unoccupied orbital energy, eV: 0.41
Total energy, eV: -49845.163
SMILES: COC[C@H](C)N.COC[C@H](C)N.COC[C@H](C)N.COC[C@H](C)N.NC(N)=O.NC(N)=O.NC(N)=O
Multiplicity: 1
Relative energy (zero: lowest compared OMol25 entry of this formula, charge and spin), eV: 1.409

Geometry (Å):
1 C 12.417 42.428 -3.742
2 O 11.012 42.497 -3.548
3 C 10.304 42.729 -4.744
4 C 8.899 43.197 -4.416
5 C 7.988 42.032 -3.946
6 N 8.298 43.816 -5.622
7 H 12.863 43.379 -4.046
8 H 12.635 41.690 -4.518
9 H 12.879 42.117 -2.807
10 H 10.746 43.488 -5.397
11 H 10.257 41.812 -5.346
12 H 8.816 43.984 -3.667
13 H 7.075 42.479 -3.557
14 H 8.546 41.461 -3.202
15 H 7.790 41.429 -4.831
16 H 7.362 44.114 -5.373
17 H 8.169 43.217 -6.429
18 C 18.411 36.735 -2.948
19 O 17.475 36.200 -2.055
20 C 17.900 36.071 -0.696
21 C 16.711 35.478 0.092
22 C 16.995 35.617 1.593
23 N 16.396 34.128 -0.250
24 H 18.148 36.509 -3.983
25 H 19.400 36.289 -2.796
26 H 18.500 37.823 -2.881
27 H 18.734 35.360 -0.688
28 H 18.276 37.017 -0.300
29 H 15.899 36.180 -0.150
30 H 16.231 35.135 2.202
31 H 17.018 36.670 1.884
32 H 17.989 35.238 1.837
33 H 16.032 34.107 -1.196
34 H 15.672 33.772 0.359
35 C 18.389 30.885 -4.824
36 O 18.433 31.731 -3.712
37 C 17.732 32.972 -3.730
38 C 16.227 32.809 -3.927
39 C 15.498 34.124 -4.127
40 N 15.572 32.102 -2.834
41 H 17.441 30.691 -5.340
42 H 18.585 29.887 -4.422
43 H 19.157 31.106 -5.570
44 H 17.849 33.447 -2.755
45 H 18.187 33.540 -4.546
46 H 16.080 32.206 -4.833
47 H 15.946 34.682 -4.953
48 H 15.614 34.750 -3.239
49 H 14.447 33.932 -4.344
50 H 14.655 31.742 -3.056
51 H 16.044 31.338 -2.370
52 C 13.640 37.927 -7.053
53 O 12.483 37.303 -7.571
54 C 11.804 36.431 -6.695
55 C 12.605 35.156 -6.322
56 C 12.882 34.266 -7.530
57 N 11.839 34.417 -5.290
58 H 14.318 37.218 -6.575
59 H 13.318 38.669 -6.311
60 H 14.064 38.495 -7.879
61 H 11.478 36.960 -5.789
62 H 10.853 36.203 -7.183
63 H 13.555 35.429 -5.864
64 H 12.060 33.698 -7.959
65 H 13.718 33.613 -7.267
66 H 13.311 34.922 -8.292
67 H 10.906 34.294 -5.671
68 H 11.715 35.000 -4.469
69 N 16.242 43.201 -2.018
70 C 17.300 42.936 -2.844
71 N 17.671 44.028 -3.560
72 O 17.843 41.836 -2.867
73 H 16.026 42.522 -1.310
74 H 15.853 44.121 -1.962
75 H 18.518 44.033 -4.098
76 H 17.199 44.896 -3.401
77 N 15.802 38.944 -3.260
78 C 14.650 38.457 -3.773
79 N 14.604 37.116 -3.823
80 O 13.755 39.149 -4.264
81 H 16.224 38.297 -2.612
82 H 16.173 39.869 -3.378
83 H 13.821 36.660 -4.260
84 H 15.252 36.494 -3.367
85 N 8.857 38.314 -3.151
86 C 9.942 38.604 -3.916
87 N 10.871 39.378 -3.306
88 O 10.161 38.166 -5.045
89 H 8.750 38.713 -2.240
90 H 8.073 37.904 -3.626
91 H 11.754 39.501 -3.780
92 H 10.595 39.788 -2.434

=====

No. 2
A cluster of 7 separate species, C19H56N10O7 in total at a distorted geometry. Source: the OMol25 dataset; level of theory: ωB97M-V/def2-TZVPD.

Values from the calculation:
E_HOMO, eV: -8.48
M, g/mol: 536.7
Orbital gap, eV: 8.68
Lowest unoccupied orbital energy, eV: 0.20
Total energy, eV: -49840.631
SMILES: COC[C@H](C)N.COC[C@H](C)N.COC[C@H](C)N.COC[C@H](C)N.NC(N)=O.NC(N)=O.NC(N)=O
Multiplicity: 1
Relative energy (zero: lowest compared OMol25 entry of this formula, charge and spin), eV: 5.941

Geometry (Å):
1 C 2.420 -2.250 4.140
2 O 3.180 -1.187 4.785
3 C 3.851 -1.618 5.911
4 C 4.326 -0.482 6.726
5 C 5.242 -0.783 7.936
6 N 3.180 0.290 7.128
7 H 1.810 -2.776 4.874
8 H 3.002 -3.082 3.744
9 H 1.844 -1.847 3.307
10 H 3.155 -2.221 6.493
11 H 4.725 -2.239 5.714
12 H 4.941 0.025 5.982
13 H 6.180 -1.267 7.666
14 H 4.800 -1.556 8.565
15 H 5.376 0.109 8.550
16 H 2.570 0.292 6.323
17 H 2.604 -0.099 7.862
18 C -6.029 3.493 -0.471
19 O -5.467 2.899 0.726
20 C -5.806 1.575 0.965
21 C -4.799 0.597 0.269
22 C -5.369 -0.813 0.266
23 N -3.403 0.606 0.791
24 H -5.709 4.535 -0.502
25 H -7.117 3.540 -0.414
26 H -5.780 2.922 -1.365
27 H -6.059 1.488 2.021
28 H -6.817 1.471 0.571
29 H -4.574 0.743 -0.787
30 H -4.621 -1.606 0.263
31 H -6.089 -0.829 -0.552
32 H -6.050 -0.889 1.113
33 H -3.366 1.609 0.677
34 H -3.591 0.436 1.769
35 C 2.441 -0.519 -2.649
36 O 3.497 -1.016 -3.479
37 C 4.746 -1.076 -2.841
38 C 5.597 0.224 -3.004
39 C 5.782 0.609 -4.490
40 N 6.886 -0.065 -2.494
41 H 2.222 0.548 -2.691
42 H 2.469 -0.811 -1.599
43 H 1.480 -0.923 -2.968
44 H 4.576 -1.412 -1.818
45 H 5.267 -1.944 -3.245
46 H 4.940 0.981 -2.576
47 H 4.821 0.777 -4.976
48 H 6.280 -0.188 -5.040
49 H 6.355 1.534 -4.411
50 H 7.022 -1.014 -2.813
51 H 7.589 0.471 -2.982
52 C -2.586 2.612 -2.098
53 O -1.896 1.649 -3.022
54 C -2.653 1.208 -4.143
55 C -3.250 2.329 -5.038
56 C -4.464 1.844 -5.984
57 N -2.237 3.120 -5.768
58 H -2.811 3.559 -2.589
59 H -1.916 2.709 -1.244
60 H -3.561 2.223 -1.805
61 H -2.020 0.385 -4.474
62 H -3.475 0.687 -3.652
63 H -3.916 2.995 -4.489
64 H -4.917 0.971 -5.513
65 H -4.205 1.707 -7.033
66 H -5.191 2.656 -5.991
67 H -2.038 2.868 -6.726
68 H -1.320 2.929 -5.391
69 N -0.237 -4.533 -1.245
70 C 0.918 -5.017 -1.492
71 N 1.751 -4.105 -1.735
72 O 1.086 -6.170 -1.818
73 H -0.884 -5.163 -0.791
74 H -0.117 -3.531 -1.267
75 H 2.677 -4.438 -1.962
76 H 1.513 -3.198 -1.360
77 N -0.846 -1.125 0.856
78 C -0.730 -1.126 -0.447
79 N -1.571 -0.364 -1.037
80 O 0.066 -1.685 -1.111
81 H -1.572 -0.503 1.184
82 H -0.096 -1.291 1.511
83 H -1.319 0.109 -1.894
84 H -2.155 0.116 -0.368
85 N -0.128 1.480 2.892
86 C -0.616 0.903 3.979
87 N 0.376 0.737 4.795
88 O -1.778 0.662 4.153
89 H -0.703 1.676 2.085
90 H 0.844 1.753 2.888
91 H 1.321 0.654 4.448
92 H 0.121 0.448 5.728

=====

No. 3
A cluster of 8 separate species, C19H56N4O13 in total at a distorted geometry. Source: the OMol25 dataset; level of theory: ωB97M-V/def2-TZVPD.

Values from the calculation:
E_HOMO, eV: -9.16
M, g/mol: 548.7
Orbital gap, eV: 9.40
Lowest unoccupied orbital energy, eV: 0.25
Total energy, eV: -53183.528
SMILES: COC[C@H](C)N.COC[C@H](C)N.NC(N)=O.OCCO.OCCO.OCCO.OCCO.OCCO
Multiplicity: 1
Relative energy (zero: lowest compared OMol25 entry of this formula, charge and spin), eV: 4.945

Geometry (Å):
1 C 0.228 -5.351 3.972
2 O 0.094 -4.065 3.589
3 C 0.779 -3.785 2.365
4 C -0.298 -4.289 1.217
5 C 0.374 -4.352 -0.228
6 N -1.365 -3.318 1.090
7 H 1.253 -5.653 4.183
8 H -0.196 -6.080 3.280
9 H -0.268 -5.457 4.937
10 H 0.796 -2.701 2.256
11 H 1.836 -4.051 2.369
12 H -0.670 -5.278 1.484
13 H -0.401 -4.570 -0.963
14 H 1.146 -5.120 -0.274
15 H 0.848 -3.384 -0.389
16 H -1.929 -3.513 1.906
17 H -2.003 -3.366 0.309
18 C -0.056 1.522 -2.868
19 O -1.144 1.700 -3.828
20 C -1.918 0.502 -3.911
21 C -2.164 0.117 -5.406
22 C -3.246 -0.848 -5.483
23 N -1.014 -0.483 -6.053
24 H -0.347 1.164 -1.881
25 H 0.487 2.467 -2.832
26 H 0.618 0.680 -3.027
27 H -1.576 -0.364 -3.345
28 H -2.840 0.843 -3.439
29 H -2.328 1.005 -6.016
30 H -3.416 -1.025 -6.545
31 H -4.056 -0.199 -5.149
32 H -3.208 -1.791 -4.938
33 H -0.730 -1.294 -5.521
34 H -0.348 0.239 -5.816
35 N 0.429 1.370 0.790
36 C -0.490 0.575 1.303
37 N -0.325 -0.691 0.865
38 O -1.517 0.864 1.949
39 H 1.291 0.898 0.557
40 H 0.406 2.320 1.132
41 H -0.971 -1.385 1.215
42 H 0.415 -0.965 0.234
43 O -1.702 4.976 1.880
44 C -2.828 4.118 2.146
45 C -2.812 3.610 3.600
46 O -3.545 2.455 3.846
47 H -1.359 4.926 0.984
48 H -3.734 4.638 1.837
49 H -2.799 3.304 1.421
50 H -2.885 4.430 4.314
51 H -1.806 3.210 3.726
52 H -3.116 1.874 3.214
53 O 5.863 0.383 -1.240
54 C 5.705 1.328 -0.179
55 C 4.756 2.418 -0.717
56 O 3.389 2.018 -0.886
57 H 5.192 -0.298 -1.151
58 H 5.356 0.904 0.762
59 H 6.679 1.799 -0.046
60 H 5.215 2.787 -1.634
61 H 4.759 3.175 0.067
62 H 2.909 2.768 -1.245
63 O 1.806 3.942 -1.065
64 C 1.373 5.203 -0.838
65 C -0.025 5.393 -1.480
66 O -1.158 4.875 -0.777
67 H 1.223 3.510 -0.436
68 H 1.319 5.496 0.211
69 H 2.049 5.901 -1.332
70 H -0.204 4.922 -2.446
71 H -0.297 6.449 -1.501
72 H -1.744 4.497 -1.437
73 O -3.722 -3.468 2.740
74 C -3.371 -2.353 3.496
75 C -4.306 -1.232 3.146
76 O -3.987 -0.607 1.879
77 H -3.926 -3.224 1.835
78 H -3.359 -2.597 4.558
79 H -2.374 -1.941 3.344
80 H -4.031 -0.634 4.015
81 H -5.319 -1.635 3.159
82 H -3.213 -0.073 2.069
83 O 4.786 -2.134 -1.404
84 C 4.157 -2.700 -0.336
85 C 3.352 -1.558 0.383
86 O 2.217 -1.117 -0.478
87 H 5.571 -2.645 -1.615
88 H 3.449 -3.520 -0.454
89 H 4.970 -3.081 0.283
90 H 3.948 -0.706 0.711
91 H 2.880 -1.924 1.294
92 H 2.520 -0.755 -1.314

=====

No. 4
A structure of composition C19H58B2NO33 at a distorted geometry. Source: the OMol25 dataset; level of theory: ωB97M-V/def2-TZVPD.

Values from the calculation:
E_HOMO, eV: -6.53
M, g/mol: 850.3
Orbital gap, eV: 7.23
Lowest unoccupied orbital energy, eV: 0.70
Total energy, eV: -91055.551
Total charge: -1
Multiplicity: 1

Geometry (Å):
1 C -1.130 0.557 4.132
2 C -1.359 1.226 2.792
3 C -0.885 0.315 1.630
4 C -1.230 0.875 0.197
5 N -0.731 -0.045 -0.918
6 C -1.620 -1.238 -0.989
7 C -0.629 -2.494 -1.181
8 C 0.604 -2.097 -0.458
9 C 0.640 -0.580 -0.770
10 C -0.975 0.709 -2.179
11 C -0.154 1.933 -2.445
12 C -0.862 2.772 -3.480
13 H -1.372 -0.525 3.915
14 H -1.750 0.889 4.997
15 H 0.033 0.706 4.277
16 H -0.751 2.045 2.617
17 H -2.256 1.633 2.745
18 H -1.386 -0.619 1.894
19 H 0.301 0.059 1.762
20 H -0.893 2.031 0.130
21 H -2.330 0.858 0.091
22 H -2.235 -1.485 -1.863
23 H -2.196 -1.318 -0.180
24 H -0.455 -2.897 -2.222
25 H -1.086 -3.347 -0.754
26 H 1.490 -2.618 -0.953
27 H 0.539 -2.494 0.497
28 H 1.269 -0.468 -1.701
29 H 1.405 -0.140 -0.231
30 H -2.152 1.159 -2.375
31 H -0.928 -0.065 -3.039
32 H 0.812 1.636 -2.747
33 H 0.036 2.541 -1.494
34 H -1.803 3.100 -3.370
35 H -0.901 2.201 -4.401
36 H -0.431 3.870 -3.541
37 O 6.368 -2.538 1.543
38 C 5.760 -2.079 0.606
39 O 6.373 -1.338 -0.257
40 B 5.346 -0.875 -1.160
41 O 4.120 -1.607 -0.747
42 C 4.405 -2.317 0.204
43 O 3.720 -3.214 0.466
44 O 5.598 -1.140 -2.619
45 C 5.518 -0.040 -3.251
46 O 5.524 -0.048 -4.442
47 C 5.396 1.011 -2.379
48 O 5.166 0.669 -1.173
49 O 5.513 2.258 -2.671
50 O 1.767 3.531 2.685
51 C 2.612 2.683 2.497
52 O 2.925 1.939 3.474
53 B 3.355 0.674 2.915
54 O 3.349 0.785 1.477
55 C 2.915 1.941 1.305
56 O 2.687 2.409 0.190
57 O 2.430 -0.339 3.399
58 C 2.936 -1.135 4.199
59 O 2.586 -2.182 4.534
60 C 4.406 -0.863 4.177
61 O 4.659 0.190 3.525
62 O 5.333 -1.686 4.487
63 O 1.349 -0.267 6.547
64 H 0.848 -0.915 6.132
65 H 0.695 0.263 6.683
66 O -3.675 -2.770 1.582
67 H -3.912 -2.353 2.364
68 H -4.200 -3.553 1.633
69 O -3.799 3.239 4.755
70 H -3.500 3.813 5.597
71 H -3.401 3.434 4.032
72 O -2.521 3.553 -0.740
73 H -3.204 3.589 -1.435
74 H -2.072 4.473 -0.691
75 O -2.834 4.549 2.636
76 H -3.467 3.972 2.157
77 H -3.355 5.465 2.767
78 O 0.195 4.337 4.936
79 H 0.681 4.029 4.051
80 H 0.820 4.733 5.594
81 O -4.135 -1.040 -3.617
82 H -4.616 -1.006 -2.959
83 H -3.953 -1.919 -3.905
84 O -4.527 2.876 0.977
85 H -3.895 3.035 0.454
86 H -5.257 3.446 0.731
87 O 0.880 -1.731 -4.266
88 H 1.750 -2.059 -4.368
89 H 0.916 -0.939 -4.675
90 O -4.896 -1.762 -0.621
91 H -5.019 -0.854 -0.496
92 H -4.514 -2.091 0.052
93 O -1.906 -4.793 2.201
94 H -1.591 -4.196 2.881
95 H -2.127 -4.270 1.502
96 O 2.974 -4.666 -2.904
97 H 2.275 -5.095 -2.378
98 H 3.742 -5.272 -2.791
99 O -1.072 -5.374 -3.274
100 H -1.693 -6.223 -3.543
101 H -1.042 -5.723 -2.351
102 O 2.042 2.898 -5.392
103 H 2.852 2.758 -5.928
104 H 1.378 2.216 -5.414
105 O 0.570 0.667 -5.885
106 H -0.333 0.513 -5.835
107 H 0.874 0.641 -6.713
108 O -5.347 1.226 3.597
109 H -4.869 1.197 2.747
110 H -5.105 1.992 4.117
111 O -1.776 -2.997 -4.793
112 H -1.648 -3.899 -4.323
113 H -0.932 -2.516 -4.834

=====

No. 5
A cluster of 10 separate species, C19H58O17 in total at a distorted geometry. Source: the OMol25 dataset; level of theory: ωB97M-V/def2-TZVPD.

Values from the calculation:
E_HOMO, eV: -9.76
M, g/mol: 558.7
Orbital gap, eV: 9.60
Lowest unoccupied orbital energy, eV: -0.17
Total energy, eV: -55445.196
SMILES: OCCO.OCCO.OCCO.OCCO.OCCO.OCCO.OCCO.CCO.CCO.CO
Multiplicity: 1
Relative energy (zero: lowest compared OMol25 entry of this formula, charge and spin), eV: 1.646

Geometry (Å):
1 O -2.897 0.735 -2.257
2 C -3.215 0.635 -0.835
3 C -3.589 1.932 -0.183
4 O -2.516 2.876 -0.158
5 H -3.509 0.195 -2.762
6 H -4.091 -0.003 -0.714
7 H -2.385 0.099 -0.375
8 H -4.040 1.871 0.808
9 H -4.368 2.440 -0.752
10 H -2.197 3.029 -1.050
11 O 2.004 -3.261 3.999
12 C 1.280 -3.079 2.785
13 C 0.809 -4.447 2.245
14 O 1.835 -5.199 1.639
15 H 2.378 -2.402 4.209
16 H 0.409 -2.424 2.803
17 H 2.061 -2.652 2.156
18 H 0.053 -4.246 1.486
19 H 0.430 -5.058 3.064
20 H 1.815 -5.007 0.699
21 O -1.034 -3.404 -3.512
22 C -0.450 -2.293 -4.222
23 C 0.138 -1.231 -3.204
24 O 1.258 -1.761 -2.442
25 H -1.589 -3.896 -4.121
26 H 0.266 -2.654 -4.960
27 H -1.239 -1.848 -4.828
28 H -0.709 -0.832 -2.646
29 H 0.570 -0.370 -3.714
30 H 1.122 -1.449 -1.544
31 O -1.993 -1.863 1.465
32 C -3.107 -1.836 2.321
33 C -3.166 -3.174 3.083
34 O -3.372 -4.333 2.351
35 H -2.107 -2.533 0.787
36 H -2.972 -1.019 3.029
37 H -3.979 -1.591 1.715
38 H -3.807 -3.083 3.960
39 H -2.198 -3.451 3.500
40 H -3.252 -5.128 2.876
41 O -1.552 2.982 -2.668
42 C -0.246 2.813 -3.265
43 C 0.529 4.191 -3.503
44 O 0.944 4.726 -2.257
45 H -2.064 2.170 -2.686
46 H 0.280 2.012 -2.745
47 H -0.457 2.269 -4.185
48 H -0.145 4.900 -3.985
49 H 1.292 4.041 -4.267
50 H 0.155 4.806 -1.716
51 O 1.800 5.644 1.716
52 C 2.080 4.520 0.855
53 C 3.207 3.607 1.367
54 O 2.769 2.976 2.533
55 H 1.317 5.316 2.478
56 H 1.136 4.013 0.658
57 H 2.436 4.984 -0.065
58 H 4.129 4.150 1.578
59 H 3.535 2.867 0.637
60 H 2.136 3.475 3.054
61 O 6.146 -3.165 -0.989
62 C 5.302 -2.037 -1.289
63 C 5.793 -0.579 -1.024
64 O 6.612 -0.060 -2.074
65 H 6.268 -3.128 -0.038
66 H 4.911 -2.169 -2.298
67 H 4.419 -2.155 -0.661
68 H 6.338 -0.438 -0.091
69 H 4.986 0.151 -0.966
70 H 7.333 -0.678 -2.215
71 C 1.528 0.910 0.043
72 C 0.224 0.222 0.064
73 O 0.417 -1.180 0.179
74 H 1.982 0.821 1.030
75 H 1.311 1.934 -0.260
76 H 2.173 0.429 -0.692
77 H -0.332 0.461 -0.842
78 H -0.390 0.559 0.900
79 H -0.423 -1.437 0.565
80 C -2.116 1.869 3.317
81 C -2.415 3.358 3.328
82 O -1.604 4.059 2.398
83 H -2.869 1.392 3.944
84 H -1.115 1.536 3.592
85 H -2.223 1.442 2.320
86 H -2.255 3.712 4.346
87 H -3.467 3.492 3.074
88 H -1.834 3.801 1.502
89 C -3.112 -2.917 -1.176
90 O -1.831 -3.349 -0.768
91 H -3.635 -3.536 -1.905
92 H -3.684 -2.654 -0.286
93 H -3.068 -1.966 -1.706
94 H -1.297 -3.444 -1.560